# C8H14O2Si

A cluster of 2 separate species, C8H14O2Si in total at a distorted geometry (wB97M-V/def2-TZVPD, the OMol25 dataset).

The calculation puts the total energy at -752.97165 hartree. Its HOMO energy is -9.626 eV. The relative energy (zero: lowest compared OMol25 entry of this formula, charge and spin) comes out at 7.683 eV. As for the LUMO energy: -1.35 eV.

CARTESIAN COORDINATES (ANGSTROEM)
C -2.45550 -1.75178 0.93538
C -2.85986 -2.70136 1.69461
C -2.06269 -0.54970 0.44804
C -1.45826 2.70181 0.55139
C 1.15083 -2.66180 -0.10795
C 2.47732 0.01468 1.04071
C 1.21469 -0.23812 -1.79466
C -1.95331 1.71044 -0.51098
O -2.58691 0.52265 -0.05055
O -0.20848 -0.20931 0.87683
Si 1.08111 -0.78338 0.09680
H -1.06063 3.55286 0.04492
H -2.08540 2.87084 1.34552
H -0.64212 2.11304 0.98907
H 0.84894 -3.26032 0.81317
H 0.38828 -2.61918 -0.85108
H 2.04737 -2.90418 -0.60029
H 3.34948 -0.51299 0.89493
H 2.75903 1.05583 0.59336
H 2.34509 0.07088 2.14519
H 2.24101 0.19679 -1.80779
H 1.01703 -0.80081 -2.60745
H 0.51847 0.60048 -1.89506
H -1.22127 1.52879 -1.23304
H -2.84425 2.05381 -1.01106